Record 1
Formula: C19H16ClFN4O3S
Source: OMol25
Level of theory: ωB97M-V with the def2-TZVPD basis set

Each line ends with the Mulliken charge.
Positions of all 45 atoms, in Å:
C1 -0.811 -2.331 -1.040  -1.13
C2 -2.141 -2.295 -0.362  0.92
C3 -2.716 -3.427 0.216  -0.83
C4 -3.939 -3.252 0.839  -0.18
N1 -4.549 -2.080 0.901  -0.73
C5 -3.922 -1.061 0.318  0.35
N2 -4.494 0.169 0.399  -0.22
S1 -4.014 1.433 -0.631  1.44
O1 -4.708 2.576 -0.121  -0.74
O2 -4.237 1.062 -1.994  -0.70
C6 -2.270 1.536 -0.300  -0.01
C7 -1.830 1.669 1.001  -0.51
C8 -0.473 1.661 1.270  -0.58
C9 0.436 1.522 0.222  0.82
N3 1.812 1.441 0.426  0.00
C10 2.486 1.248 1.599  0.41
O3 1.998 1.322 2.699  -0.64
C11 3.973 0.963 1.377  -0.98
C12 4.246 0.083 0.195  -0.65
C13 5.143 0.456 -0.802  0.72
F1 5.760 1.651 -0.697  -0.32
C14 5.425 -0.336 -1.899  -0.71
C15 4.786 -1.557 -2.019  -0.35
C16 3.880 -1.967 -1.057  -0.89
C17 3.619 -1.155 0.035  1.32
Cl1 2.476 -1.675 1.228  -0.16
C18 -0.027 1.433 -1.093  -0.68
C19 -1.382 1.437 -1.353  -0.75
N4 -2.752 -1.121 -0.310  -0.10
H1 -0.025 -2.237 -0.291  0.09
H2 -0.731 -1.495 -1.727  0.28
H3 -0.673 -3.271 -1.568  0.44
H4 -2.231 -4.389 0.178  0.41
H5 -4.462 -4.073 1.313  0.42
H6 -5.404 0.222 0.829  0.26
H7 -2.551 1.766 1.797  0.46
H8 -0.111 1.742 2.281  0.53
H9 2.356 1.368 -0.424  0.14
H10 4.345 0.492 2.291  0.35
H11 4.489 1.919 1.262  0.36
H12 6.134 0.009 -2.634  0.45
H13 4.993 -2.191 -2.867  0.39
H14 3.376 -2.916 -1.145  0.44
H15 0.682 1.343 -1.904  0.36
H16 -1.773 1.337 -2.352  0.47

Results
Lowest unoccupied orbital energy (eV): 0.37
HOMO energy (eV): -8.83
Gap between HOMO and LUMO (eV): 9.1981
Calculated total energy (hartree): -2136.668434
Molecular weight (g/mol): 434.9
SMILES: Cc1ccnc(NS(=O)(=O)c2ccc(NC(=O)Cc3c(F)cccc3Cl)cc2)n1

***

Record 2
Formula: C3H3O3Rb
Source: OMol25
Level of theory: ωB97M-V with the def2-TZVPD basis set

Each line ends with the Mulliken charge.
Positions of all 10 atoms, in Å:
O1 0.387 0.157 -1.087  -0.22
Rb1 -3.386 -4.290 -0.878  0.99
O2 -1.186 -1.448 -0.818  -0.31
C1 -0.436 -0.612 -0.470  0.56
O3 -0.395 -0.177 0.999  -0.12
C2 0.522 0.655 1.139  0.33
H1 0.542 1.519 1.862  0.37
C3 1.055 1.103 -0.149  -0.30
H2 2.148 0.960 -0.202  0.35
H3 0.749 2.133 -0.396  0.35

Results
Charge: +2
Lowest unoccupied orbital energy (eV): -10.05
HOMO energy (eV): -20.78
Gap between HOMO and LUMO (eV): 10.7336
Calculated total energy (hartree): -365.279311
Molecular weight (g/mol): 172.5

***

Record 3
Formula: C3H10N4
Source: OMol25
Level of theory: ωB97M-V with the def2-TZVPD basis set

Each line ends with the Mulliken charge.
Positions of all 17 atoms, in Å:
H1 -1.336 -1.840 0.308  0.28
N1 -0.517 -2.419 0.148  -0.73
C1 0.516 -1.689 -0.084  0.09
N2 0.756 -0.319 -0.170  0.29
N3 2.018 0.075 -0.624  -0.77
N4 -0.186 0.706 -0.196  -0.01
C2 -1.563 0.379 -0.513  -1.15
C3 -0.070 1.564 0.980  -0.88
H2 1.452 -2.256 -0.245  0.34
H3 2.748 -0.370 -0.071  0.26
H4 2.136 -0.217 -1.592  0.25
H5 -2.114 1.294 -0.761  0.29
H6 -2.092 -0.076 0.332  0.41
H7 -1.641 -0.275 -1.388  0.40
H8 -0.220 2.607 0.677  0.34
H9 0.920 1.516 1.448  0.31
H10 -0.808 1.320 1.752  0.27

Results
Lowest unoccupied orbital energy (eV): 0.96
HOMO energy (eV): -8.08
Gap between HOMO and LUMO (eV): 9.0401
Calculated total energy (hartree): -339.224610
Molecular weight (g/mol): 102.1
SMILES: [H]/N=C\N(N)N(C)C
ΔE to the lowest compared entry with this formula, charge and spin (kJ/mol): 271.3

***

Record 4
Formula: C5H8NO
Source: OMol25
Level of theory: ωB97M-V with the def2-TZVPD basis set

Each line ends with the Mulliken charge.
Positions of all 15 atoms, in Å:
C1 -0.084 -1.906 0.142  -0.72
C2 3.460 0.439 -0.513  -0.12
C3 -0.920 -0.998 0.187  0.38
C4 -1.568 1.511 -0.302  -1.17
C5 -1.800 0.149 0.333  -0.21
N1 2.768 -0.357 0.005  0.28
O1 2.328 -1.317 0.635  -0.53
H1 0.892 -1.599 0.677  0.38
H2 0.030 -2.880 -0.190  0.41
H3 4.029 1.294 -0.845  0.48
H4 -1.121 2.238 0.357  0.35
H5 -2.409 2.125 -0.526  0.37
H6 -0.941 1.495 -1.154  0.39
H7 -2.631 -0.431 -0.112  0.29
H8 -2.034 0.237 1.307  0.42

Results
Charge: +1
Lowest unoccupied orbital energy (eV): -4.97
HOMO energy (eV): -14.68
Gap between HOMO and LUMO (eV): 9.7087
Calculated total energy (hartree): -324.814398
Molecular weight (g/mol): 98.1
ΔE to the lowest compared entry with this formula, charge and spin (kJ/mol): 589.6

***

Record 5
Formula: C58H143N7O9
Source: OMol25
Level of theory: ωB97M-V with the def2-TZVPD basis set

Each line ends with the Mulliken charge.
Positions of all 217 atoms, in Å:
C1 -11.524 -1.048 16.999  -1.19
C2 -12.854 -1.179 16.303  -0.36
N1 -14.019 -1.647 17.189  0.67
C3 -14.059 -0.800 18.474  -1.08
C4 -15.312 -1.463 16.433  0.05
C5 -15.713 -0.080 15.995  -1.81
C6 -13.875 -3.105 17.629  -0.18
C7 -14.118 -4.115 16.520  -0.96
O1 -15.492 -4.360 16.178  0.10
C8 -15.993 -5.348 17.056  -1.01
H1 -11.169 -1.960 17.466  0.33
H2 -11.562 -0.295 17.800  0.31
H3 -10.792 -0.721 16.258  0.43
H4 -12.722 -1.966 15.562  0.31
H5 -13.138 -0.242 15.782  0.44
H6 -15.075 -0.856 18.866  -0.09
H7 -13.674 0.210 18.228  0.50
H8 -13.333 -1.209 19.151  0.59
H9 -16.101 -1.762 17.116  0.00
H10 -15.264 -2.155 15.603  0.24
H11 -16.777 -0.033 15.831  0.46
H12 -15.403 0.239 14.989  0.47
H13 -15.461 0.676 16.702  0.51
H14 -14.575 -3.281 18.446  0.09
H15 -12.885 -3.281 18.023  0.49
H16 -13.713 -5.124 16.734  0.62
H17 -13.615 -3.740 15.617  0.06
H18 -15.841 -5.099 18.095  0.30
H19 -15.567 -6.300 16.791  0.38
H20 -17.054 -5.536 16.933  0.27
C9 -16.870 -12.252 18.459  -1.16
C10 -17.674 -11.528 19.496  -0.30
N2 -19.159 -11.864 19.566  0.09
C11 -19.789 -11.518 18.237  -1.07
C12 -19.419 -13.370 19.792  -0.42
C13 -18.962 -14.024 21.065  -1.30
C14 -19.826 -11.078 20.699  -0.49
C15 -19.992 -9.560 20.400  -0.68
O2 -21.049 -9.228 19.507  -0.29
C16 -22.276 -8.948 20.135  -0.71
H21 -16.725 -13.286 18.696  0.35
H22 -15.898 -11.797 18.186  0.37
H23 -17.483 -12.297 17.530  0.27
H24 -17.607 -10.460 19.236  0.29
H25 -17.271 -11.580 20.532  0.43
H26 -20.869 -11.743 18.281  0.36
H27 -19.304 -12.043 17.428  0.43
H28 -19.582 -10.465 18.028  0.45
H29 -18.897 -13.913 19.020  0.49
H30 -20.482 -13.547 19.696  0.42
H31 -17.894 -13.851 21.252  0.33
H32 -19.097 -15.080 21.088  0.44
H33 -19.418 -13.604 21.939  0.33
H34 -19.156 -11.187 21.559  0.39
H35 -20.777 -11.598 20.921  0.42
H36 -19.054 -9.053 19.983  0.22
H37 -20.170 -9.017 21.339  0.50
H38 -23.057 -8.828 19.383  0.28
H39 -22.233 -8.017 20.712  0.24
H40 -22.628 -9.741 20.786  0.32
C17 -17.039 -3.376 9.463  -1.38
C18 -17.186 -3.024 10.946  -0.34
N3 -18.143 -3.994 11.749  -0.24
C19 -19.579 -3.766 11.395  -0.92
C20 -17.792 -5.425 11.455  -0.35
C21 -16.312 -5.705 11.796  -1.08
C22 -17.909 -3.583 13.236  -1.12
C23 -18.760 -4.329 14.243  0.52
O3 -20.009 -3.641 14.427  -0.30
C24 -20.713 -4.267 15.518  -0.08
H41 -17.922 -3.345 8.857  0.41
H42 -16.511 -4.289 9.104  0.35
H43 -16.443 -2.519 9.082  0.41
H44 -17.637 -2.021 11.064  0.43
H45 -16.255 -3.140 11.485  0.49
H46 -20.170 -4.482 11.959  0.38
H47 -19.630 -3.926 10.301  0.51
H48 -19.844 -2.744 11.699  0.33
H49 -18.103 -5.573 10.428  0.52
H50 -18.481 -6.057 12.082  0.57
H51 -16.192 -5.612 12.860  0.19
H52 -15.599 -5.058 11.283  0.28
H53 -16.053 -6.743 11.540  0.43
H54 -18.202 -2.523 13.299  0.50
H55 -16.857 -3.672 13.400  0.54
H56 -18.303 -4.518 15.230  -0.43
H57 -18.944 -5.329 13.796  0.17
H58 -21.032 -5.291 15.319  0.35
H59 -21.619 -3.656 15.635  0.10
H60 -20.134 -4.100 16.441  -0.15
C25 -22.541 -2.209 19.946  -0.62
C26 -23.125 -3.305 20.807  -0.77
N4 -24.015 -2.708 21.891  -0.07
C27 -23.143 -1.857 22.804  -0.88
C28 -25.145 -1.873 21.271  -0.63
C29 -25.954 -2.618 20.271  -1.36
C30 -24.498 -3.957 22.713  -0.65
C31 -25.434 -3.649 23.878  -0.86
O4 -26.679 -3.173 23.453  -0.25
C32 -27.561 -3.054 24.573  -0.76
H61 -21.798 -1.562 20.402  0.13
H62 -23.326 -1.582 19.575  0.38
H63 -21.982 -2.639 19.100  0.17
H64 -22.395 -3.944 21.303  0.51
H65 -23.721 -3.932 20.149  0.37
H66 -22.291 -2.496 23.091  0.37
H67 -23.808 -1.563 23.627  0.43
H68 -22.687 -1.017 22.235  0.28
H69 -24.703 -0.966 20.872  0.76
H70 -25.729 -1.584 22.128  0.65
H71 -26.338 -3.585 20.607  0.33
H72 -25.484 -2.830 19.314  0.32
H73 -26.820 -1.985 20.054  0.45
H74 -23.706 -4.555 23.128  0.47
H75 -25.087 -4.598 22.046  0.37
H76 -24.906 -2.985 24.600  0.38
H77 -25.555 -4.568 24.490  0.57
H78 -27.158 -2.306 25.306  0.32
H79 -27.683 -4.044 25.020  0.34
H80 -28.527 -2.711 24.244  0.27
C33 -17.781 1.616 18.553  0.42
C34 -18.022 2.867 19.353  -1.22
N5 -18.844 2.691 20.607  0.38
C35 -18.071 1.905 21.694  -0.85
C36 -19.015 4.089 21.137  -0.33
C37 -19.883 4.305 22.374  -1.42
C38 -20.190 1.927 20.429  -0.21
C39 -21.130 2.590 19.362  -0.86
O5 -20.727 2.264 18.067  -0.32
C40 -21.070 0.910 17.725  -0.39
H81 -18.545 0.885 18.764  -0.69
H82 -16.917 1.059 18.839  0.01
H83 -17.939 1.738 17.473  0.42
H84 -18.529 3.634 18.796  0.39
H85 -17.120 3.301 19.758  0.74
H86 -18.659 2.103 22.596  0.48
H87 -17.106 2.375 21.818  0.40
H88 -18.078 0.845 21.395  0.07
H89 -19.398 4.745 20.337  0.56
H90 -18.072 4.582 21.418  0.40
H91 -20.055 5.382 22.451  0.43
H92 -19.504 3.898 23.282  0.40
H93 -20.863 3.859 22.334  0.31
H94 -20.667 1.956 21.397  0.73
H95 -20.029 0.845 20.329  0.04
H96 -21.073 3.718 19.409  0.20
H97 -22.224 2.381 19.437  0.33
H98 -20.760 0.669 16.705  0.23
H99 -22.135 0.716 17.797  0.37
H100 -20.405 0.227 18.292  0.02
C41 -28.531 -3.407 15.076  -1.20
C42 -27.238 -2.595 15.224  -0.16
N6 -26.632 -2.369 13.781  -0.14
C43 -27.425 -1.271 13.093  -1.02
C44 -25.191 -1.855 13.908  -0.15
C45 -24.934 -0.531 14.556  -1.53
C46 -26.608 -3.569 12.816  -0.65
C47 -25.897 -4.798 13.400  -0.45
O6 -26.878 -5.676 13.942  -0.41
C48 -27.192 -6.651 12.986  -0.77
H101 -28.355 -4.421 14.769  0.29
H102 -29.156 -2.906 14.341  0.34
H103 -29.067 -3.354 16.014  0.44
H104 -26.429 -3.147 15.717  0.26
H105 -27.396 -1.579 15.676  0.43
H106 -27.504 -0.327 13.654  0.37
H107 -28.406 -1.692 12.894  0.46
H108 -26.957 -0.998 12.111  0.40
H109 -24.774 -1.884 12.900  0.39
H110 -24.649 -2.589 14.485  0.21
H111 -25.309 0.251 13.919  0.38
H112 -23.877 -0.335 14.583  0.52
H113 -25.267 -0.596 15.583  0.33
H114 -26.233 -3.116 11.906  0.56
H115 -27.617 -3.908 12.633  0.55
H116 -25.083 -4.570 14.127  0.16
H117 -25.451 -5.359 12.508  0.39
H118 -26.331 -7.233 12.636  0.34
H119 -27.654 -6.206 12.107  0.35
H120 -27.910 -7.318 13.422  0.30
C49 -16.845 -4.984 22.685  -1.63
C50 -15.926 -3.855 22.351  -0.18
N7 -15.364 -3.149 23.524  0.49
C51 -14.584 -1.954 22.954  -1.05
C52 -16.414 -2.623 24.589  -0.29
C53 -17.432 -1.663 23.964  -1.42
C54 -14.391 -4.126 24.250  -0.60
C55 -13.430 -3.480 25.343  -0.81
O7 -14.223 -3.107 26.437  -0.35
C56 -13.601 -2.353 27.455  -0.78
H121 -17.053 -5.469 21.726  0.50
H122 -17.720 -4.559 23.173  0.32
H123 -16.410 -5.748 23.335  0.34
H124 -16.431 -3.107 21.697  0.02
H125 -15.059 -4.225 21.810  0.58
H126 -13.641 -2.155 22.460  0.42
H127 -14.416 -1.256 23.804  0.41
H128 -15.310 -1.481 22.323  0.30
H129 -15.780 -2.165 25.360  0.36
H130 -16.910 -3.518 24.922  0.45
H131 -16.977 -0.774 23.579  0.38
H132 -18.139 -1.262 24.685  0.58
H133 -18.049 -2.085 23.158  0.21
H134 -13.868 -4.702 23.517  0.47
H135 -14.998 -4.841 24.869  0.37
H136 -12.919 -2.624 24.903  0.39
H137 -12.606 -4.154 25.526  0.56
H138 -12.585 -2.721 27.610  0.37
H139 -14.109 -2.491 28.403  0.25
H140 -13.615 -1.292 27.173  0.30
C57 -18.720 -2.825 18.383  -0.39
C58 -17.993 -1.772 19.317  0.04
O8 -16.793 -1.910 19.522  -0.66
O9 -18.745 -0.955 19.919  -0.40
H141 -18.674 -3.748 18.901  0.54
H142 -18.114 -3.098 17.516  -0.18
H143 -19.702 -2.452 18.177  0.05

Results
Charge: +6
Lowest unoccupied orbital energy (eV): -10.25
HOMO energy (eV): -19.21
Gap between HOMO and LUMO (eV): 8.9521
Calculated total energy (hartree): -3353.740818
Molecular weight (g/mol): 1082.8
ΔE to the lowest compared entry with this formula, charge and spin (kJ/mol): 15.0

***

Record 6
Formula: C12H16Cl6GeNP2Sc
Source: OMol25
Level of theory: ωB97M-V with the def2-TZVPD basis set

Each line ends with the Mulliken spin population.
Positions of all 39 atoms, in Å:
Sc1 -0.141 -1.212 -1.267  0.06
C1 -0.714 -2.021 2.603  -0.01
P1 -1.100 -0.889 1.241  -0.03
C2 -2.914 -0.803 1.183  -0.01
C3 -0.501 0.763 1.699  0.01
C4 -1.155 1.453 2.717  0.00
C5 -0.751 2.733 3.076  0.00
C6 0.305 3.338 2.414  0.00
C7 0.977 2.658 1.406  0.00
C8 0.592 1.368 1.049  0.00
P2 1.558 0.447 -0.170  0.01
C9 2.577 1.585 -1.132  0.00
C10 2.716 -0.624 0.738  0.00
H1 -1.186 -1.638 3.510  0.00
H2 0.360 -2.082 2.773  0.00
H3 -1.109 -3.017 2.400  0.00
H4 -3.303 -0.466 2.146  0.00
H5 -3.325 -1.794 0.986  0.00
H6 -3.254 -0.108 0.415  0.00
H7 -1.992 1.008 3.240  0.00
H8 -1.270 3.257 3.867  0.00
H9 0.615 4.339 2.683  0.00
H10 1.806 3.147 0.912  0.00
H11 1.968 2.362 -1.593  0.00
H12 3.103 1.031 -1.910  0.00
H13 3.321 2.042 -0.478  0.00
H14 3.279 -0.018 1.451  0.00
H15 3.415 -1.093 0.044  0.00
H16 2.190 -1.401 1.296  0.00
Cl1 0.671 -5.237 0.205  0.14
Ge1 -0.246 -4.212 -1.351  0.55
Cl2 1.396 -2.754 -2.235  0.10
Cl3 -1.043 -5.283 -2.932  0.14
Cl4 -0.505 2.289 -5.604  0.00
C11 -1.227 0.683 -5.562  0.00
Cl5 -2.975 0.722 -5.738  0.00
Cl6 -0.457 -0.421 -6.701  0.00
C12 -0.947 0.138 -4.215  0.01
N1 -0.732 -0.286 -3.168  0.01

Results
Charge: +3
Multiplicity: 2
Lowest unoccupied orbital energy (alpha / beta) (eV): -10.95 / -13.47
HOMO energy (alpha / beta) (eV): -18.28 / -18.28
Gap between HOMO and LUMO (alpha / beta) (eV): 7.3340 / 4.8131
Calculated total energy (hartree): -6802.207326
Molecular weight (g/mol): 566.5